1.
{
  "formula": "C33H34CrF3N5O3PS",
  "method": "ωB97M-V with the def2-TZVPD basis set",
  "symbols": ["Cr", "F", "C", "F", "F", "C", "C", "C", "C", "N", "C", "S", "H", "H", "H", "C", "C", "C", "C", "C", "C", "P", "C", "C", "C", "C", "C", "C", "C", "C", "C", "C", "C", "C", "H", "H", "H", "H", "H", "H", "H", "H", "H", "H", "H", "H", "H", "H", "C", "C", "C", "O", "C", "O", "O", "H", "H", "H", "H", "H", "H", "H", "C", "C", "C", "C", "N", "C", "N", "N", "N", "H", "H", "H", "H", "H", "H", "H", "H", "H", "H"],
  "xyz": [[0.5772, -0.6688, -0.4219], [1.4751, -6.9263, -1.9619], [1.2269, -5.6301, -2.2789], [0.0418, -5.6223, -2.9197], [2.1728, -5.2770, -3.1643], [1.2148, -4.7821, -1.0422], [1.4167, -5.3669, 0.1869], [1.3658, -4.5831, 1.3372], [1.1225, -3.2377, 1.1961], [0.9287, -2.6430, 0.0158], [0.9624, -3.3822, -1.1283], [0.7391, -2.5097, -2.5621], [1.6242, -6.4260, 0.2597], [1.5160, -5.0128, 2.3168], [1.0937, -2.5873, 2.0635], [2.3853, 4.7298, 4.6422], [3.0360, 4.5794, 3.4248], [2.5593, 3.6735, 2.4914], [1.4146, 2.9318, 2.7691], [0.7718, 3.0725, 3.9959], [1.2602, 3.9708, 4.9319], [0.8823, 1.6516, 1.6085], [-0.9194, 1.8137, 1.7234], [-1.7645, 0.9128, 2.3499], [-3.1160, 1.2113, 2.4582], [-3.6113, 2.3939, 1.9360], [-2.7590, 3.2930, 1.3019], [-1.4106, 3.0109, 1.1998], [2.0363, 0.2974, 1.8571], [2.8887, 0.2658, 2.9662], [4.0420, -0.4838, 2.8775], [4.3345, -1.1693, 1.6955], [3.4415, -1.1725, 0.6409], [2.2252, -0.4657, 0.6887], [2.7509, 5.4476, 5.3651], [3.9181, 5.1660, 3.2037], [3.0589, 3.5343, 1.5406], [-0.1162, 2.4902, 4.2130], [0.7595, 4.0801, 5.8851], [-1.3776, -0.0161, 2.7484], [-3.7826, 0.5063, 2.9362], [-4.6652, 2.6218, 2.0332], [-3.1489, 4.2189, 0.8998], [-0.7351, 3.7086, 0.7224], [2.6728, 0.8392, 3.8592], [4.7292, -0.5118, 3.7131], [5.2639, -1.7212, 1.6195], [3.6750, -1.7596, -0.2432], [1.3031, 2.2605, -3.1376], [2.0538, 1.5097, -2.0450], [3.2971, 2.2601, -1.5885], [2.4311, 0.2722, -2.6392], [1.0993, 1.2138, -0.8610], [1.3436, 2.2149, 0.2080], [-0.1696, 1.0141, -1.0981], [1.9816, 2.4890, -3.9594], [0.8652, 3.1788, -2.7443], [0.5051, 1.6186, -3.5065], [3.9699, 2.3862, -2.4378], [3.8092, 1.6888, -0.8093], [3.0424, 3.2410, -1.1875], [3.2163, -0.0633, -2.1966], [-5.7844, -2.1390, -2.5155], [-4.9911, -1.0940, -3.2983], [-3.9858, -1.7557, -4.2388], [-4.3108, -0.1043, -2.3454], [-3.2940, -0.7144, -1.5098], [-1.9971, -0.8881, -1.7750], [-1.4225, -1.3497, -0.6858], [-2.3898, -1.4350, 0.2479], [-3.5121, -1.0640, -0.2330], [-6.3675, -2.7607, -3.1953], [-6.4709, -1.6646, -1.8122], [-5.1132, -2.7888, -1.9513], [-5.6863, -0.4984, -3.8970], [-3.2993, -2.4035, -3.6904], [-3.3999, -1.0119, -4.7835], [-4.5083, -2.3722, -4.9701], [-5.0454, 0.3309, -1.6688], [-3.8293, 0.6998, -2.9025], [-1.5176, -0.7365, -2.7243]],
  "atomic_forces_ev_per_a": [[-0.1, 0.0, -0.3], [0.0, 0.0, -0.1], [0.0, -0.2, -0.1], [0.2, 0.0, 0.0], [-0.1, 0.0, 0.1], [-0.1, 0.2, 0.2], [0.0, 0.1, -0.1], [0.0, 0.0, 0.1], [0.0, 0.0, 0.0], [0.0, -1.0, 0.1], [0.0, -0.1, 0.1], [0.2, 0.6, 0.0], [0.0, 0.0, 0.0], [0.0, 0.0, 0.0], [0.0, 0.0, 0.0], [0.0, 0.0, 0.0], [0.0, 0.0, 0.0], [0.0, 0.0, -0.1], [0.0, -0.3, 0.1], [0.0, 0.0, -0.1], [0.0, 0.0, 0.0], [1.0, 1.4, 0.4], [0.3, -0.5, -0.1], [0.2, 0.0, 0.0], [-0.1, -0.1, 0.0], [0.0, -0.1, 0.1], [0.0, 0.0, 0.0], [-0.1, 0.0, 0.0], [-0.9, -0.2, -0.4], [0.1, -0.1, 0.1], [0.0, 0.1, 0.2], [-0.1, 0.0, -0.1], [0.2, -0.1, 0.0], [0.3, 0.0, 0.2], [0.0, 0.0, 0.0], [0.0, 0.0, 0.0], [0.0, 0.0, 0.0], [0.0, 0.0, 0.0], [0.0, 0.0, 0.0], [0.0, -0.1, 0.0], [0.0, 0.0, 0.0], [0.0, 0.0, 0.0], [0.0, 0.0, 0.0], [0.0, 0.0, -0.1], [0.0, 0.0, 0.0], [0.0, 0.0, 0.0], [0.0, 0.0, 0.0], [0.0, 0.0, 0.0], [0.0, -0.1, 0.1], [0.0, 0.2, 0.1], [0.0, 0.0, 0.0], [0.1, 0.3, -0.3], [0.4, -0.3, -0.8], [-0.5, 0.1, 0.2], [-0.1, -0.3, 0.0], [0.0, 0.0, 0.0], [0.0, 0.0, 0.0], [0.0, 0.1, 0.0], [0.0, 0.0, 0.0], [0.0, 0.0, 0.0], [0.1, 0.0, 0.0], [-0.1, -0.1, 0.2], [0.0, 0.1, -0.1], [0.1, -0.1, 0.2], [-0.1, 0.1, 0.0], [-0.3, -0.1, -0.2], [0.5, 0.1, -0.1], [-0.4, -0.4, 0.1], [-0.5, 0.5, -0.2], [0.1, -0.1, 0.2], [-0.2, 0.0, 0.1], [0.0, 0.0, 0.0], [0.0, 0.0, 0.0], [0.0, 0.0, 0.0], [0.0, 0.0, 0.0], [0.0, 0.0, 0.0], [0.0, 0.0, 0.0], [0.0, 0.0, 0.0], [0.1, 0.0, 0.0], [0.0, 0.0, 0.0], [0.0, 0.2, 0.0]],
  "lumo_ev": [0.1, 0.2],
  "total_energy_ha": -3860.9689,
  "multiplicity": 2,
  "total_charge": 0,
  "e_homo_ev": [-6.9, -6.6],
  "largest_force_ev_per_a": 1.7
}


2.
{
  "formula": "CH2Cl2FN",
  "method": "ωB97M-V with the def2-TZVPD basis set",
  "symbols": ["F", "C", "N", "Cl", "Cl", "H", "H"],
  "xyz": [[-1.6221, 0.8277, 0.3119], [-0.6002, -0.2615, 0.0629], [0.7157, 0.3302, 0.2659], [1.9043, -0.8562, 0.8475], [1.2671, 1.3229, -0.9566], [-0.8273, -0.2240, -1.0361], [-0.8376, -1.1390, 0.5044]],
  "atomic_forces_ev_per_a": [[1.7, -1.9, 0.9], [-0.6, 6.1, -4.7], [-0.7, -1.6, 2.1], [-0.8, 0.7, -0.6], [0.2, 0.1, -0.6], [0.6, -1.1, 0.8], [-0.4, -2.3, 2.0]],
  "lumo_ev": -0.4,
  "total_energy_ha": -1114.1927,
  "smiles": "FCN(Cl)Cl",
  "total_charge": 0,
  "e_homo_ev": -9.9,
  "largest_force_ev_per_a": 7.7
}


3.
{
  "formula": "C6H4O",
  "method": "ωB97M-V with the def2-TZVPD basis set",
  "symbols": ["C", "C", "C", "C", "C", "C", "O", "H", "H", "H", "H"],
  "xyz": [[3.2673, -0.5527, -0.3219], [2.0555, -0.5119, 0.0202], [0.6604, -0.3438, 0.1672], [-0.0319, 0.8522, 0.4421], [-1.4054, 0.6094, 0.1196], [-1.4703, -0.6913, -0.2436], [-0.2400, -1.2707, -0.2643], [1.1466, 0.5952, -0.5623], [0.4184, 1.7105, 0.9227], [-2.2267, 1.3078, 0.1837], [-2.2956, -1.3483, -0.4796]],
  "atomic_forces_ev_per_a": [[-0.8, 0.1, 0.2], [0.8, -0.3, 0.1], [-0.1, 0.2, 0.0], [0.0, 0.0, 0.2], [-0.1, -0.1, 0.1], [-0.1, 0.1, 0.0], [0.0, 0.0, 0.0], [0.0, 0.0, -0.3], [0.0, -0.1, -0.2], [0.1, -0.1, 0.1], [0.1, 0.2, -0.1]],
  "lumo_ev": -0.3,
  "total_energy_ha": -306.0086,
  "total_charge": 0,
  "e_homo_ev": -8.7,
  "largest_force_ev_per_a": 0.9
}